C4H10S2 | ωB97M-V/def2-TZVPD

Energy relative to the best compared isomer or geometry (same formula, charge and spin), kcal per mole: 89.5
Maximum force, Eh/bohr: 0.034
Kohn-Sham gap, eV: 6.38
LUMO energy, eV: -2.4
E_HOMO, hartree: -0.3224

Each line ends with the Mulliken charge.
Element x y z (Å)
1 C -0.59882 -0.88766 0.76273  -0.09
2 C -1.91235 -1.44668 0.18188  -1.12
3 C -0.44435 0.61105 0.45978  -0.95
4 S -0.42589 0.99213 -1.24628  -0.14
5 S 2.50363 0.49231 0.61246  -0.18
6 C 2.30736 1.08557 -0.99818  -0.56
7 H 0.30218 -1.36027 0.40582  0.27
8 H -0.64921 -1.02245 1.85805  0.26
9 H -2.48390 -2.05571 0.86963  0.34
10 H -1.76158 -1.89954 -0.79578  0.31
11 H -2.54998 -0.60203 -0.07913  0.31
12 H 0.44349 1.11268 0.93896  0.37
13 H -1.32730 1.13622 0.85756  0.37
14 H 3.09512 1.76186 -1.29333  0.37
15 H 2.16459 0.38190 -1.80334  0.30
16 H 1.33703 1.70062 -0.73081  0.16



C4H10S2 | ωB97M-V/def2-TZVPD

Energy relative to the best compared isomer or geometry (same formula, charge and spin), kcal per mole: 54.4
Maximum force, Eh/bohr: 0.047
Kohn-Sham gap, eV: 8.57
LUMO energy, eV: 0.5
SMILES: C=CC.CSS
E_HOMO, hartree: -0.2969

Each line ends with the Mulliken charge.
Element x y z (Å)
1 C -1.61763 -1.40284 1.49852  -0.73
2 S 0.04377 -2.00665 1.05375  -0.03
3 S 1.19196 -0.75874 2.27398  -0.25
4 H -2.32868 -2.19391 1.13363  0.30
5 H -1.59308 -1.28287 2.58836  0.30
6 H -1.71295 -0.51959 0.93122  0.23
7 H 2.46891 -1.31287 2.35999  0.16
8 C 0.55462 1.76847 -0.41286  -0.87
9 C 0.77321 0.60226 -1.35496  0.17
10 C -0.02728 0.35512 -2.41518  -0.78
11 H -0.04850 1.39334 0.51042  0.10
12 H -0.14795 2.35560 -0.94449  0.37
13 H 1.42899 2.41849 -0.23344  0.29
14 H 1.76480 -0.00718 -1.29334  0.25
15 H -0.12438 -0.59051 -2.92791  0.26
16 H -0.62580 1.18188 -2.76770  0.23



C4H10S2 | ωB97M-V/def2-TZVPD

Energy relative to the best compared isomer or geometry (same formula, charge and spin), kcal per mole: 25.1
Maximum force, Eh/bohr: 0.080
Kohn-Sham gap, eV: 9.24
LUMO energy, eV: 0.6
SMILES: CCCSSC
E_HOMO, hartree: -0.3156

Each line ends with the Mulliken charge.
Element x y z (Å)
1 C 1.49774 0.34395 0.26700  -0.46
2 C 1.52329 -0.14878 1.82847  -0.95
3 C 0.85931 -0.60430 -0.67158  -0.64
4 S -0.70634 -1.54317 -0.27070  -0.10
5 S -1.74910 0.13328 0.37464  -0.11
6 C -2.70868 0.40264 -1.19228  -0.74
7 H 0.78551 1.26970 0.30364  0.24
8 H 2.40381 0.76592 -0.22127  0.39
9 H 0.50296 -0.29623 2.01572  0.26
10 H 2.03567 -1.05627 2.00213  0.34
11 H 1.93099 0.72505 2.36222  0.30
12 H 0.57615 -0.06211 -1.64299  0.27
13 H 1.64863 -1.36587 -0.85640  0.37
14 H -2.93648 -0.54652 -1.66449  0.30
15 H -3.64850 0.97985 -0.91302  0.28
16 H -2.01496 1.00285 -1.72111  0.25



C4H10S2 | ωB97M-V/def2-TZVPD

Energy relative to the best compared isomer or geometry (same formula, charge and spin), kcal per mole: 27.0
Maximum force, Eh/bohr: 0.012
Kohn-Sham gap, eV: 9.72
LUMO energy, eV: 0.5
SMILES: C=CC.CSS
E_HOMO, hartree: -0.3376

Each line ends with the Mulliken charge.
Element x y z (Å)
1 C -2.28466 -1.77541 1.46579  -0.79
2 S -0.80103 -0.86076 0.90339  -0.01
3 S -1.63759 0.48648 -0.40285  -0.24
4 H -2.74689 -1.26566 2.30671  0.29
5 H -1.95240 -2.77246 1.73990  0.30
6 H -2.97894 -1.78789 0.63017  0.28
7 H -1.71495 -0.31002 -1.48371  0.17
8 C 1.85362 1.79005 -1.40457  -0.93
9 C 2.29548 0.54909 -0.68577  0.29
10 C 3.53072 0.33632 -0.26925  -0.81
11 H 0.96397 2.20124 -0.93081  0.24
12 H 2.62929 2.55326 -1.36244  0.34
13 H 1.61748 1.57691 -2.44857  0.24
14 H 1.52492 -0.19279 -0.49611  0.13
15 H 3.81477 -0.45508 0.41287  0.27
16 H 4.34290 1.00133 -0.54598  0.23



C4H10SSe | ωB97M-V/def2-TZVPD

Energy relative to the best compared isomer or geometry (same formula, charge and spin), kcal per mole: 10.7
2S+1: 3
Maximum force, Eh/bohr: 0.102
Kohn-Sham gap (alpha / beta), eV: 4.06 / 6.29
LUMO energy (alpha / beta), eV: 0.7 / -2.3
E_HOMO (alpha / beta), hartree: -0.1246 / -0.3164

Each line ends with the Mulliken charge.
Element x y z (Å)
1 C -1.71475 1.96851 -0.08931  -0.91
2 C 0.65939 -2.82354 -1.08510  -0.79
3 C 0.49111 1.01208 1.22514  -0.54
4 C 0.90581 0.03501 0.07431  -0.91
5 S -1.23696 1.19371 1.55794  -0.11
6 Se -0.19743 -1.57696 0.20825  -0.03
7 H -2.77909 1.90601 0.09021  0.31
8 H -1.60765 1.24965 -0.94088  0.31
9 H -1.46610 3.01049 0.06733  0.31
10 H 0.40693 -3.83710 -0.89711  0.26
11 H 0.41183 -2.29056 -1.99126  0.32
12 H 1.75331 -2.59876 -0.96641  0.30
13 H 0.78753 0.60266 2.25858  0.28
14 H 0.92598 2.05275 1.21517  0.38
15 H 1.86545 -0.34374 0.30835  0.50
16 H 0.79464 0.43977 -1.03520  0.33



C4H10SSi | ωB97M-V/def2-TZVPD

Energy relative to the best compared isomer or geometry (same formula, charge and spin), kcal per mole: 10.5
2S+1: 3
Maximum force, Eh/bohr: 0.110
Kohn-Sham gap (alpha / beta), eV: 8.76 / 6.23
LUMO energy (alpha / beta), eV: 0.2 / -1.7
E_HOMO (alpha / beta), hartree: -0.3127 / -0.2930

Each line ends with the Mulliken charge.
Element x y z (Å)
1 C -1.10423 0.02176 -1.24020  -0.46
2 C 0.56207 0.79045 1.54583  -1.12
3 C -1.95453 1.19051 -0.73765  -0.94
4 C 1.11028 -1.88675 -0.04397  -1.16
5 Si 0.47760 -0.11452 -0.18485  0.63
6 S 3.26365 0.65609 -0.36564  -0.40
7 H -1.13926 -0.56131 -2.09992  0.51
8 H 1.33411 1.60178 1.42230  0.33
9 H -0.46341 1.13002 1.67883  0.38
10 H 0.93147 0.00145 2.17650  0.32
11 H -1.61387 1.80918 0.04270  0.35
12 H -2.11214 1.80850 -1.63010  0.31
13 H -2.97235 0.65371 -0.48675  0.26
14 H 2.07306 -2.05815 -0.30747  0.39
15 H 0.86868 -2.36578 1.01846  0.28
16 H 0.73886 -2.67694 -0.78807  0.32



C4H11AgO3 | ωB97M-V/def2-TZVPD

Energy relative to the best compared isomer or geometry (same formula, charge and spin), kcal per mole: 30.7
2S+1: 2
Maximum force, Eh/bohr: 0.036
Kohn-Sham gap (alpha / beta), eV: 5.17 / 5.10
LUMO energy (alpha / beta), eV: 2.8 / 2.7
Charge: -1
E_HOMO (alpha / beta), hartree: -0.0876 / -0.0875

Each line ends with the Mulliken charge.
Element x y z (Å)
1 C 1.72460 -1.03208 -0.81395  -0.72
2 O 0.40096 -0.56311 -0.39146  -0.18
3 C 0.29777 0.84569 -0.28240  -0.43
4 C -1.14793 1.18997 -0.03669  -0.38
5 O -1.59596 0.40522 1.05700  -0.05
6 C -2.89856 0.73680 1.50771  -0.83
7 Ag -0.86672 -1.73339 1.04476  -0.35
8 H 1.64889 -2.12528 -0.85874  0.24
9 H 1.92922 -0.62058 -1.81336  0.24
10 H 2.45920 -0.71481 -0.05748  0.33
11 H 0.63755 1.33430 -1.20912  0.33
12 H 0.93211 1.19973 0.54723  0.31
13 H -1.76222 0.96919 -0.92486  0.31
14 H -1.24075 2.26148 0.19868  0.32
15 H -3.14875 0.04706 2.32189  0.27
16 H -2.91728 1.77225 1.87754  0.27
17 H -3.63093 0.62429 0.69365  0.32
18 O 4.41988 -2.00996 -1.77518  -1.10
19 H 4.75892 -2.58677 -1.08520  0.13



C4H11AlClDyF | ωB97M-V/def2-TZVPD

2S+1: 6
Maximum force, Eh/bohr: 0.024
Kohn-Sham gap (alpha / beta), eV: 6.59 / 6.55
LUMO energy (alpha / beta), eV: 2.9 / 3.0
Charge: -1
E_HOMO (alpha / beta), hartree: -0.1343 / -0.1315

Each line ends with the Mulliken charge.
Element x y z (Å)
1 Dy -2.24973 0.07009 0.12816  1.17
2 Cl -0.50863 -1.48874 1.23272  -0.48
3 C -2.31726 1.70725 1.69073  -1.27
4 H -3.22289 2.31230 1.54763  0.32
5 H -1.46473 2.38003 1.80930  0.25
6 H -2.43093 1.13460 2.62076  0.27
7 Al 0.90852 -0.45240 -0.46644  0.46
8 C 1.10123 -1.99201 -1.70836  -0.96
9 C 2.58068 -0.06551 0.54267  -1.02
10 C -0.29401 0.96083 -1.13661  -1.01
11 H 2.81209 1.00243 0.41626  0.24
12 H 2.52166 -0.25772 1.62325  0.26
13 H 3.45217 -0.62543 0.16951  0.27
14 H 0.76050 -1.66128 -2.69981  0.23
15 H 2.14627 -2.32085 -1.80664  0.25
16 H 0.50166 -2.86756 -1.42276  0.25
17 H 0.04005 1.97305 -0.79803  0.15
18 H -0.35679 1.10563 -2.24105  0.27
19 F -3.97985 -0.91471 0.49871  -0.66